Here is the molecule C5H3F from OMol25. Energies are from the ωB97M-V functional and the def2-TZVPD basis.

## Properties
HOMO level = -8.81 eV
Frontier orbital gap = 0.3484 Ha
Spin multiplicity = 1
Electronic energy = -7944.8328 eV
Energy relative to the best compared isomer or geometry (same formula, charge and spin) = 221.07 kJ/mol
Lowest unoccupied orbital energy = 0.025 Ha

The geometry in XYZ format:
```
9
Properties=species:S:1:pos:R:3:lowdin_charge:R:1
C -0.7158 -0.2532 0.4028 -0.337
C 0.4919 -0.6101 0.2851 0.026
C -1.4267 1.0804 0.0495 0.070
C -2.0887 -0.5371 0.4934 0.131
H 1.3431 -0.0548 -0.1242 0.070
H 1.0313 -1.5152 0.6653 0.080
F -3.5093 1.3369 1.3316 0.172
H -1.2348 1.5011 -0.8832 0.108
C -2.4830 0.7634 0.8056 -0.319
```

Here is the molecule C5H3F from OMol25. Energies are from the ωB97M-V functional and the def2-TZVPD basis.

## Properties
HOMO level (spin up / spin down) = -8.39 / -8.59 eV
Frontier orbital gap (spin up / spin down) = 0.2932 / 0.2963 Ha
Spin multiplicity = 1
Electronic energy = -7943.2205 eV
Energy relative to the best compared isomer or geometry (same formula, charge and spin) = 376.64 kJ/mol
Lowest unoccupied orbital energy (spin up / spin down) = -0.015 / -0.019 Ha

The geometry in XYZ format:
```
9
Properties=species:S:1:pos:R:3:lowdin_charge:R:1
H 0.7913 -1.4232 -0.2791 0.050
C 1.3061 -0.5497 -0.1360 0.077
C -0.7407 0.3103 0.9387 0.132
H 1.1118 1.5356 0.4107 0.183
C 0.5238 0.5474 0.0685 -0.450
C -1.6316 -0.1784 -0.0314 -0.288
C -0.7789 0.6716 -0.7358 0.132
H 2.2974 -0.3052 -0.1198 0.044
F -2.8794 -0.6083 -0.1157 0.119
```

Here is a cluster of 2 separate species, C5H3F3N2O2 in total from OMol25. Energies are from the ωB97M-V functional and the def2-TZVPD basis.

## Properties
HOMO level = -9.99 eV
Frontier orbital gap = 0.3946 Ha
Spin multiplicity = 1
Electronic energy = -20460.8214 eV
Energy relative to the best compared isomer or geometry (same formula, charge and spin) = 82.87 kJ/mol
Lowest unoccupied orbital energy = 0.028 Ha

The geometry in XYZ format:
```
15
Properties=species:S:1:pos:R:3:lowdin_charge:R:1
C -0.6737 -2.0479 -2.4402 -0.511
F 2.1196 0.9320 -1.4362 0.213
C -1.0984 0.0394 1.6810 -0.083
C -1.4215 -0.2935 0.3505 -0.123
N -0.4534 -0.0466 -0.5185 0.091
H -2.3696 -0.6708 0.1191 0.098
N 0.5689 0.3596 0.2091 -0.035
C 1.6043 1.2184 -0.2763 -0.646
H 0.9147 0.7389 2.5548 0.165
F 2.6244 1.0360 0.6228 0.108
O -1.4509 -1.5171 -3.0710 0.217
C 0.1834 0.3916 1.6876 0.017
O 0.0221 -2.6297 -1.7649 0.214
H -1.7808 0.0115 2.4789 0.093
F 1.2109 2.4783 -0.1966 0.181
```

Here is the molecule C5H3FO from OMol25. Energies are from the ωB97M-V functional and the def2-TZVPD basis.

## Properties
HOMO level = -9.35 eV
Frontier orbital gap = 0.3019 Ha
Spin multiplicity = 1
Electronic energy = -9995.0445 eV
Energy relative to the best compared isomer or geometry (same formula, charge and spin) = 160.54 kJ/mol
Lowest unoccupied orbital energy = -0.042 Ha

The geometry in XYZ format:
```
10
Properties=species:S:1:pos:R:3:lowdin_charge:R:1
C -0.3617 -0.4605 0.6018 -0.414
O -0.5550 -1.5985 0.9694 0.151
C 0.6984 -0.1139 -0.3404 -0.136
C -1.0606 1.3501 -0.3490 -0.081
C -1.2542 0.6281 0.7380 -0.053
H 0.4423 1.5734 -2.0288 0.162
H -1.5927 2.2638 -0.7861 0.135
H -1.7806 0.8435 1.7794 0.177
C 0.2631 1.0290 -0.9787 0.025
F 1.9623 -0.7210 -0.5277 0.034
```

Here is the molecule C5H3N from OMol25. Energies are from the ωB97M-V functional and the def2-TZVPD basis.

## Properties
HOMO level = -8.05 eV
Frontier orbital gap = 0.3294 Ha
Spin multiplicity = 1
Electronic energy = -6718.4875 eV
Energy relative to the best compared isomer or geometry (same formula, charge and spin) = 215.72 kJ/mol
Lowest unoccupied orbital energy = 0.033 Ha

The geometry in XYZ format:
```
9
Properties=species:S:1:pos:R:3:lowdin_charge:R:1
H 0.9542 -2.8685 -2.3536 0.050
C 0.2710 -0.4176 -0.4412 -0.021
C -1.2930 1.1254 1.1535 0.078
H 0.5940 2.3200 1.6868 0.098
C 0.7023 -1.3212 -1.2067 -0.252
C -0.2396 0.4640 0.3764 -0.206
N 1.3849 -2.0792 -1.8907 0.100
H -2.3175 1.1735 1.4305 0.093
C -0.0563 1.6036 1.2450 0.061
```

Here is the molecule C5H3N from OMol25. Energies are from the ωB97M-V functional and the def2-TZVPD basis.

## Properties
HOMO level (spin up / spin down) = -9.22 / -8.72 eV
Frontier orbital gap (spin up / spin down) = 0.3016 / 0.2745 Ha
Spin multiplicity = 1
Electronic energy = -6716.6913 eV
Energy relative to the best compared isomer or geometry (same formula, charge and spin) = 389.02 kJ/mol
Lowest unoccupied orbital energy (spin up / spin down) = -0.037 / -0.046 Ha

The geometry in XYZ format:
```
9
Properties=species:S:1:pos:R:3:lowdin_charge:R:1
H 0.2664 -1.3408 -0.1213 0.087
C 2.9587 0.5339 0.0681 0.159
C -3.1373 0.1801 0.0653 0.144
C 1.8015 0.1814 -0.0094 -0.179
C 0.5360 -0.3046 -0.0438 -0.016
H 3.9577 0.8488 0.1243 0.027
N -0.7353 0.7530 0.0068 0.102
H -4.1765 0.0448 0.0669 0.015
C -1.9251 0.3065 0.0131 -0.339
```

Here is a cluster of 2 separate species, C5H3N in total from OMol25. Energies are from the ωB97M-V functional and the def2-TZVPD basis.

## Properties
HOMO level = -10.71 eV
Frontier orbital gap = 0.4141 Ha
Spin multiplicity = 1
Electronic energy = -6717.3769 eV
Energy relative to the best compared isomer or geometry (same formula, charge and spin) = 322.87 kJ/mol
Lowest unoccupied orbital energy = 0.020 Ha

The geometry in XYZ format:
```
9
Properties=species:S:1:pos:R:3:lowdin_charge:R:1
C 0.1497 -2.1602 -1.1088 0.089
C -2.3502 0.2893 0.4063 -0.019
N 0.8384 -1.2901 -0.7631 -0.051
C 2.3145 0.3733 0.4555 0.161
H -3.2077 -0.3964 0.5205 0.048
H 2.7175 1.1865 0.9632 0.018
C 1.6174 -0.4044 -0.2013 -0.220
H -0.6369 1.5180 -0.2640 0.016
C -1.4427 0.8840 -0.0083 -0.041
```

Here is the ion C5H3N10 with charge -1 from OMol25. Energies are from the ωB97M-V functional and the def2-TZVPD basis.

## Properties
HOMO level = -5.73 eV
Frontier orbital gap = 0.3301 Ha
Spin multiplicity = 1
Electronic energy = -20132.0683 eV
Charge = -1
Energy relative to the best compared isomer or geometry (same formula, charge and spin) = 81.48 kJ/mol
Lowest unoccupied orbital energy = 0.120 Ha

The geometry in XYZ format:
```
18
Properties=species:S:1:pos:R:3:lowdin_charge:R:1
C -0.5713 1.2233 -1.4109 -0.069
N 2.8384 -0.9905 0.7358 0.032
N -2.4171 -2.2603 -0.7163 -0.152
H 1.1200 -2.0763 0.6581 0.104
C -1.4392 -0.5305 -0.0519 -0.462
N -1.4589 2.4993 0.1295 -0.016
N -1.6043 -1.3080 -1.1475 -0.002
C 0.9595 0.1294 0.2626 -0.234
N 1.8479 1.0673 0.4996 0.139
H 3.8169 0.6185 1.2977 0.138
N -0.9296 1.6005 0.8320 0.089
C -0.4162 0.5877 -0.0676 -0.418
N -2.1494 -0.9512 0.9468 -0.003
N -1.2138 2.3622 -1.2661 0.039
N -2.7359 -2.0762 0.5297 -0.127
N 3.0111 0.3304 0.7537 -0.079
C 1.5814 -1.1559 0.3920 -0.081
H -0.2395 0.9302 -2.3772 0.104
```

Here is a cluster of 2 separate species, C5H3N2O2 in total from OMol25. Energies are from the ωB97M-V functional and the def2-TZVPD basis.

## Properties
HOMO level = -13.30 eV
Frontier orbital gap = 0.2568 Ha
Spin multiplicity = 1
Electronic energy = -12296.8579 eV
Charge = +1
Energy relative to the best compared isomer or geometry (same formula, charge and spin) = 119.37 kJ/mol
Lowest unoccupied orbital energy = -0.232 Ha

The geometry in XYZ format:
```
12
Properties=species:S:1:pos:R:3:lowdin_charge:R:1
N -0.2412 0.5905 -0.9486 0.119
H -0.8856 -0.2375 2.0176 0.147
N -0.5811 0.2240 1.2172 0.130
O -2.2681 -2.2756 -0.0509 0.343
C 1.9798 -1.2030 -0.2311 0.013
H -0.0420 0.2739 -1.9267 0.220
C -1.6212 -1.3592 -0.2578 0.057
C -0.8082 -0.2741 -0.1173 -0.294
O 3.0077 -0.9764 0.1121 0.122
C 0.0676 1.3081 1.1158 -0.019
H 0.9335 2.4334 -0.6577 0.160
C 0.4589 1.4958 -0.2727 0.002
```

Here is the molecule C5H3N3 from OMol25. Energies are from the ωB97M-V functional and the def2-TZVPD basis.

## Properties
HOMO level = -10.85 eV
Frontier orbital gap = 0.3350 Ha
Spin multiplicity = 1
Electronic energy = -9700.3754 eV
Energy relative to the best compared isomer or geometry (same formula, charge and spin) = 235.86 kJ/mol
Lowest unoccupied orbital energy = -0.064 Ha

The geometry in XYZ format:
```
11
Properties=species:S:1:pos:R:3:lowdin_charge:R:1
C 0.4008 1.2934 0.0255 0.019
H -2.0923 -2.2405 -0.0294 0.104
C -1.1291 -0.5122 0.0084 -0.471
N -2.2425 -1.1703 -0.1560 0.179
H -1.8156 1.8486 0.1812 0.173
H 0.9151 2.2405 0.0260 0.098
C 2.3747 -0.5422 0.0447 -0.087
N 3.5536 -0.6901 -0.1768 0.145
C 0.9218 -0.1937 0.0537 -0.265
N 0.0432 -1.0600 0.1812 0.120
C -0.9298 1.0263 -0.1586 -0.013
```